Record 1
110
Properties=species:S:1:pos:R:3 method="wB97M-V/def2-TZVPD" multiplicity=2 total_charge=-1 homo_lumo_gap_ev="6.39 / 6.50" e_tot_ev=-114855.8701 de_lowest_kj_mol=569.2
Ti 0.48717 -0.70332 -0.27439
C 4.52679 2.25823 0.06971
C 3.90171 1.06235 0.77431
C 4.90384 0.40400 1.72772
P 2.27166 1.10268 1.64933
C 2.51854 1.94802 3.30493
C 3.27809 3.27442 3.30557
C 1.16165 2.12275 3.97098
C 1.14049 2.26488 0.80790
C 1.52124 3.53066 0.34500
C 0.64111 4.39880 -0.27469
C 1.08635 5.74078 -0.77049
C -0.67868 3.97451 -0.44240
C -1.08846 2.74618 0.01670
C -0.19827 1.86904 0.67435
N -0.60142 0.58127 1.04223
C -1.85842 0.37837 1.51662
C -2.66590 1.37898 2.09755
C -3.96718 1.12386 2.48126
C -4.54489 -0.13290 2.34513
C -5.97243 -0.39257 2.72892
C -3.72649 -1.15667 1.88076
C -2.41338 -0.93596 1.49744
P -1.23270 -2.24247 1.14140
C -0.77600 -2.78518 2.87906
C 0.32603 -1.88229 3.41954
C -1.93314 -2.84228 3.87999
C -2.03088 -3.73141 0.35018
C -2.86112 -3.32851 -0.86258
C -2.80532 -4.70992 1.23389
H 5.45411 1.93693 -0.41059
H 4.77368 3.07448 0.75118
H 3.87792 2.64476 -0.71362
H 3.69303 0.30330 0.00764
H 5.28245 1.10828 2.47232
H 5.74777 0.01692 1.15565
H 4.44787 -0.44445 2.23845
H 3.09434 1.21693 3.88542
H 2.73119 4.02618 2.73782
H 4.27116 3.17102 2.87116
H 3.39548 3.65782 4.32356
H 0.58381 2.89850 3.46392
H 1.28787 2.42506 5.01320
H 0.57803 1.20399 3.93908
H 2.54543 3.84131 0.47944
H 2.14764 5.89331 -0.57713
H 0.53657 6.55051 -0.28561
H 0.92505 5.83515 -1.84576
H -1.38949 4.60939 -0.96069
H -2.10605 2.42605 -0.16321
H -2.26973 2.37581 2.22771
H -4.55511 1.93459 2.89809
H -6.46406 0.52780 3.04553
H -6.04538 -1.10648 3.55255
H -6.54420 -0.80138 1.89266
H -4.12473 -2.16371 1.82881
H -0.37935 -3.80525 2.77313
H -0.08461 -0.89434 3.63655
H 1.14256 -1.76287 2.70829
H 0.71256 -2.29594 4.35428
H -2.31967 -1.83910 4.06084
H -1.57416 -3.23832 4.83355
H -2.76053 -3.46388 3.54742
H -1.14568 -4.26348 -0.03042
H -3.81495 -2.89535 -0.56326
H -2.33394 -2.59213 -1.47214
H -3.05767 -4.21126 -1.47299
H -3.73163 -4.27198 1.60561
H -2.22426 -5.05258 2.08706
H -3.07726 -5.58968 0.64564
O 2.17751 -1.85976 0.64967
N 2.37612 -3.04139 0.04805
C 1.66788 -4.08747 0.51339
C 1.73808 -5.33751 -0.03758
C 2.59564 -5.51835 -1.13287
C 3.34174 -4.46883 -1.57250
C 3.28686 -3.18391 -0.97407
S 4.28074 -1.94117 -1.48590
H 1.06063 -3.81895 1.36066
H 1.14292 -6.13932 0.37268
H 2.67333 -6.47965 -1.62158
H 4.02377 -4.56710 -2.40457
O 0.62095 -2.13651 -1.63239
N 0.98956 -1.81566 -2.79010
N 1.47656 -0.63226 -2.79572
O 1.54139 0.02954 -1.69840
C 1.80997 0.02011 -3.98290
C 1.66556 -0.62641 -5.21549
C 2.00107 0.04475 -6.37010
C 2.47813 1.34849 -6.32379
C 2.61727 1.98054 -5.09722
C 2.28911 1.33021 -3.92586
H 1.29595 -1.63887 -5.24906
H 1.88714 -0.45937 -7.32178
H 2.73891 1.86703 -7.23772
H 2.98673 2.99746 -5.04566
H 2.38339 1.81461 -2.96650
O -2.68526 -0.15114 -1.42432
B -1.28517 0.04934 -1.56423
O -1.10598 1.03740 -2.55590
C -2.32979 1.44986 -2.95215
C -2.67628 2.42526 -3.86619
C -4.03236 2.65343 -4.06157
C -5.00032 1.93683 -3.37008
C -4.65514 0.95319 -2.44834
C -3.30633 0.72624 -2.25718
H -1.92013 2.98043 -4.40113
H -4.34520 3.41083 -4.76987
H -6.04535 2.15356 -3.55247
H -5.39566 0.39231 -1.89631

=====

Record 2
111
Properties=species:S:1:pos:R:3 method="wB97M-V/def2-TZVPD" total_charge=0 homo_lumo_gap_ev=6.35 e_tot_ev=-100482.9572 de_lowest_kj_mol=80.1
Sn -2.71686 1.02439 -2.10563
O -0.65453 1.75907 -2.52435
C 0.22849 1.18659 -3.28681
C 1.55309 1.01574 -2.80988
C 2.53323 0.41925 -3.56785
C 2.27053 -0.02037 -4.87162
C 0.99800 0.14806 -5.36540
C -0.03430 0.71063 -4.60005
C -1.35193 0.68582 -5.19813
N -2.46304 0.82282 -4.59176
C -3.69488 0.68077 -5.35716
C -4.72361 -0.03140 -4.48433
N -4.86226 0.79543 -3.30811
C -5.95397 1.37873 -3.02370
C -6.08948 2.40972 -2.01112
C -7.39080 2.75565 -1.61247
C -7.63830 3.78826 -0.74174
C -6.55026 4.54423 -0.28704
C -5.26770 4.24339 -0.67342
C -4.97567 3.14133 -1.51316
O -3.72303 2.89627 -1.78953
H 1.76087 1.36845 -1.80887
H 3.52649 0.29427 -3.15086
H 3.04583 -0.46976 -5.47703
H 0.76505 -0.18600 -6.37182
H -1.36461 0.46707 -6.27347
H -3.53602 0.14375 -6.29827
H -4.08095 1.67822 -5.58548
H -4.32682 -1.00553 -4.18679
H -5.66521 -0.17837 -5.02573
H -6.86027 1.14092 -3.59639
H -8.21835 2.17813 -2.01183
H -8.64559 4.01523 -0.42156
H -6.72189 5.38794 0.37089
H -4.42416 4.82560 -0.32484
C -1.16009 3.81367 0.60245
C -0.11438 2.75240 0.70009
C 1.20520 3.04183 0.70476
C 2.17007 1.99616 0.77383
N 1.80760 0.75611 0.70245
N 0.48755 0.45722 0.66071
B 0.23182 -1.03715 0.50467
N 0.34491 -1.62150 -0.88827
N 1.42090 -1.84788 -0.10458
C 2.39452 -2.64014 -0.40278
C 2.35109 -3.16203 -1.72983
C 1.30880 -2.92849 -2.56768
C 1.30670 -3.48734 -3.95344
C 0.13664 -2.17586 -2.10579
S -1.26802 -2.03804 -2.95379
C 3.40321 -3.03152 0.66196
C 3.88640 -1.79444 1.42285
C 4.59679 -3.76364 0.04941
C 2.66799 -3.97368 1.63228
N -0.41939 -1.69827 1.69978
N 0.29964 -1.30464 2.78167
C -0.18815 -1.48831 3.96125
C -1.48780 -2.06316 4.12573
C -2.18472 -2.50876 3.05885
C -3.56519 -3.06294 3.18468
C -1.59434 -2.38415 1.73674
S -2.27596 -3.00176 0.35535
C 0.63892 -0.95066 5.12572
C 0.41803 0.56885 5.17813
C 0.20798 -1.57862 6.45300
C 2.12386 -1.23582 4.89217
C -0.51380 1.36459 0.80922
S -2.10926 0.93746 1.06059
C 3.66875 2.25034 0.92716
C 4.11192 1.67819 2.28077
C 3.99379 3.74425 0.90234
C 4.42248 1.55470 -0.21066
H -0.69824 4.78033 0.40495
H -1.87319 3.58481 -0.19083
H -1.73480 3.86571 1.52905
H 1.52309 4.07034 0.61231
H 3.17608 -3.76620 -2.07790
H 2.32334 -3.54818 -4.33969
H 0.87445 -4.49070 -3.94951
H 0.69099 -2.87311 -4.60651
H 4.62659 -1.24299 0.83970
H 3.05820 -1.12164 1.64588
H 4.35300 -2.10164 2.36049
H 5.09144 -3.15900 -0.71356
H 5.32238 -3.96905 0.83715
H 4.31017 -4.71937 -0.39252
H 1.86810 -3.44327 2.15269
H 2.23553 -4.82611 1.10448
H 3.37409 -4.35144 2.37408
H -1.92722 -2.12317 5.11203
H -3.82161 -3.22852 4.23018
H -4.27620 -2.35867 2.74691
H -3.66207 -3.98986 2.62179
H -0.64082 0.80748 5.29964
H 0.96726 1.00374 6.01650
H 0.76441 1.03042 4.25131
H -0.79282 -1.26282 6.75120
H 0.22611 -2.66965 6.40381
H 0.89585 -1.26581 7.24000
H 2.45738 -0.80781 3.94818
H 2.71191 -0.79913 5.70200
H 2.31639 -2.31152 4.87007
H 3.53778 2.12473 3.09617
H 3.96779 0.59884 2.31567
H 5.16903 1.89546 2.44901
H 3.49949 4.28033 1.71465
H 5.06998 3.87571 1.02607
H 3.71065 4.20691 -0.04529
H 4.12181 0.51027 -0.28796
H 4.21288 2.04223 -1.16561
H 5.49928 1.60111 -0.03307

=====

Record 3
123
Properties=species:S:1:pos:R:3 method="wB97M-V/def2-TZVPD" total_charge=-1 homo_lumo_gap_ev=6.68 e_tot_ev=-93650.6733 de_lowest_kj_mol=7.5
C -0.14566 -0.63158 0.25847
O -0.22887 -1.69619 0.84870
O -1.20329 0.18737 0.44588
O 0.67251 -0.34501 -0.52249
H -1.67840 0.14385 1.19315
C -2.35660 3.11194 -1.41534
C -1.27633 4.05461 -2.19492
C -1.71106 5.13862 -3.13099
C -3.15293 4.95204 -3.78778
C -4.04404 3.82472 -3.29459
C -3.62194 2.96171 -2.18046
N -3.58091 5.87717 -4.80455
O -2.76532 6.79226 -5.26314
O -4.72697 5.75400 -5.27744
H -1.88341 2.42670 -0.57115
H -0.28339 4.29546 -1.85218
H -1.01622 5.96421 -3.40060
H -4.90788 3.75746 -3.93062
H -4.43537 2.29780 -1.85934
C -2.14767 -2.12270 -3.59426
C -3.39822 -2.52676 -4.38156
C -4.74304 -2.10830 -3.84415
C -4.86549 -1.46102 -2.42061
C -3.59581 -0.93178 -1.71372
C -2.27513 -1.37875 -2.36835
N -6.21769 -1.21077 -1.80351
O -7.18923 -2.00864 -2.11078
O -6.31240 -0.33445 -0.90673
H -1.14070 -2.45109 -3.90806
H -3.31107 -3.15631 -5.22811
H -5.58730 -2.35676 -4.08700
H -3.58081 -0.27358 -0.93418
H -1.40168 -1.10502 -1.93478
C 3.03087 1.87224 3.46231
C 1.68396 1.40525 2.83692
C 0.50905 2.29724 3.16201
C 0.73773 3.65937 3.76275
C 2.05366 3.94800 4.48758
C 3.18394 2.99818 4.19538
N -0.37970 4.61455 3.80639
O -0.08786 5.82465 4.10360
O -1.51894 4.19321 3.51072
H 3.70723 1.26687 3.20167
H 1.54420 0.39546 2.44869
H -0.43520 2.01998 2.87116
H 2.27916 4.82228 5.18770
H 4.24311 2.97115 4.85943
C 4.47072 2.14732 -1.41427
C 4.85017 3.60747 -1.61512
C 3.90380 4.69440 -0.96849
C 2.67651 4.18345 -0.14395
C 2.32575 2.70783 -0.10619
C 3.34037 1.75677 -0.84929
N 1.88752 5.21804 0.54311
O 0.67885 5.09345 0.60902
O 2.50278 6.31956 0.60970
H 5.10820 1.42902 -1.74655
H 5.87309 3.78343 -2.07674
H 4.05163 5.77166 -1.25717
H 1.46696 2.50013 0.22992
H 2.87345 0.69861 -0.88085
C 3.50166 -3.00481 3.52265
C 5.08639 -3.01295 3.47289
C 5.84181 -2.52656 2.28102
C 4.99468 -1.95602 1.13974
C 3.52271 -1.91198 1.19334
C 2.75548 -2.47857 2.39392
N 5.70483 -1.36851 0.00502
O 5.00952 -1.11879 -1.15848
O 6.86504 -1.28409 -0.00602
H 2.92572 -3.33594 4.39022
H 5.51785 -3.34184 4.36330
H 6.80412 -2.38973 2.29738
H 2.89097 -1.58911 0.47041
H 1.52571 -2.45186 2.37413
C -0.47724 -4.52013 5.40505
O -0.72895 -5.00485 6.53441
N -0.95910 -5.09086 4.22074
C -0.67816 -4.58378 2.96535
C -1.74228 -6.28126 4.28706
H 0.35715 -3.69083 5.13526
H -0.83747 -5.32039 2.25332
H 0.38652 -4.47867 2.87227
H -1.25715 -3.63179 2.79660
H -2.22530 -6.84811 3.61037
H -2.46335 -6.18640 4.98315
H -0.96238 -6.97138 4.77671
C 1.02694 -5.99249 -2.56399
O 1.61411 -6.88165 -3.17367
N 1.70200 -5.06126 -1.82692
C 0.84271 -4.16266 -1.12846
C 2.98861 -4.75719 -1.84337
H 0.07144 -6.02911 -2.41026
H -0.16649 -4.37836 -0.57159
H 0.71436 -3.16030 -1.52725
H 1.31349 -3.84599 -0.21491
H 3.16714 -3.66971 -2.00626
H 3.48923 -5.07842 -2.54990
H 3.46699 -5.05932 -0.95755
C 2.54678 -1.91403 -5.25585
O 2.64316 -2.18829 -6.44380
N 2.09345 -0.70736 -4.72735
C 1.86364 -0.51418 -3.31490
C 1.56139 0.42050 -5.58983
H 2.80971 -2.60254 -4.47022
H 1.10914 -1.35988 -2.96387
H 1.36258 0.32173 -2.91406
H 2.83825 -0.55911 -2.66238
H 1.29577 1.37672 -5.26224
H 0.64073 -0.09164 -6.16418
H 2.48923 0.64245 -6.35015
C -4.20492 2.62589 2.10523
O -3.65804 1.54386 1.79341
N -5.22727 2.65905 2.91944
C -5.70060 4.00859 3.40760
C -5.62463 1.36376 3.57389
H -4.04242 3.74929 1.54607
H -4.90502 4.73263 3.69675
H -6.07903 3.82266 4.40337
H -6.46159 4.28857 2.70840
H -4.96653 1.04298 4.32207
H -5.76628 0.68174 2.88646
H -6.65549 1.47152 4.09618

=====

Record 4
113
Properties=species:S:1:pos:R:3 method="wB97M-V/def2-TZVPD" total_charge=0 homo_lumo_gap_ev=7.86 e_tot_ev=-233437.9865 de_lowest_kj_mol=0.0
Al -2.40573 -0.67667 -0.92799
O -6.09608 -3.50451 2.92524
C -5.40132 -2.35318 3.35804
C -4.46970 -1.80086 2.25060
C -3.59537 -2.95962 1.72498
O -4.26482 -3.83240 0.86045
C -3.58175 -0.76910 2.97018
Se -2.77707 0.70811 1.91527
C -5.34847 -1.18126 1.15965
Se -4.70622 -1.14348 -0.74305
H -6.63411 -3.82879 3.65588
H -4.77997 -2.60299 4.23113
H -6.11290 -1.56825 3.65098
H -3.18634 -3.50865 2.59103
H -2.75159 -2.55575 1.15337
H -5.11531 -4.04869 1.26870
H -2.74731 -1.27186 3.46946
H -4.16736 -0.22681 3.72173
H -5.59112 -0.14998 1.42612
H -6.27544 -1.74960 1.06652
O -1.36375 0.28599 -4.24164
C -1.42042 0.91832 -3.21485
O -2.01767 0.46522 -2.13516
C -0.79705 2.27885 -3.02939
P 0.32154 2.18265 -1.51678
C 1.29631 3.70731 -1.83583
C 2.57563 3.75148 -2.37506
C 3.23328 4.96148 -2.51264
C 2.63357 6.13849 -2.10120
C 1.36664 6.09955 -1.54126
C 0.70766 4.89271 -1.40653
C 1.51259 0.90286 -2.06780
C 1.95331 0.01335 -1.09314
C 2.90087 -0.94830 -1.39953
C 3.39986 -1.03881 -2.68867
C 2.93112 -0.18743 -3.67814
C 1.99760 0.78440 -3.36777
H -1.58639 2.98202 -2.75393
H -0.29429 2.62464 -3.93439
H 3.07469 2.84262 -2.67578
H 4.23153 4.98235 -2.92799
H 3.15996 7.07859 -2.19614
H 0.90531 7.01124 -1.19225
H -0.27070 4.85239 -0.94531
H 1.54108 0.08758 -0.09449
H 3.24698 -1.63127 -0.63632
H 4.15516 -1.77458 -2.92482
H 3.30376 -0.27746 -4.68998
H 1.65417 1.45141 -4.14381
C -0.47126 -4.36759 -4.53964
N -0.47218 -3.44323 -3.42832
C 0.40077 -2.30056 -3.58034
P -1.67410 -3.50157 -2.29102
O -1.69820 -2.18056 -1.56013
N -3.06905 -3.93085 -3.07144
C -3.50418 -2.97615 -4.07921
C -4.15352 -4.52020 -2.29244
N -1.39383 -4.68821 -1.15587
C -0.40986 -4.35097 -0.14203
C -1.31425 -6.06772 -1.59035
H -0.74086 -3.85869 -5.46869
H -1.18868 -5.16562 -4.35791
H 0.52589 -4.79968 -4.65992
H 0.16275 -1.72325 -4.47878
H 1.43524 -2.64656 -3.63748
H 0.30220 -1.64615 -2.71574
H -2.64352 -2.47634 -4.52414
H -4.14622 -2.19750 -3.64715
H -4.06356 -3.50464 -4.85405
H -3.86533 -4.60941 -1.24554
H -4.40535 -5.50605 -2.69404
H -5.03772 -3.88407 -2.33889
H -0.52341 -3.30222 0.13122
H 0.61146 -4.51801 -0.50187
H -0.58912 -4.96747 0.74038
H -0.30045 -6.34445 -1.90473
H -1.99400 -6.22484 -2.42409
H -1.60869 -6.71983 -0.76361
S -1.14091 -0.32540 0.92649
Sb 1.27534 2.39825 1.84401
C 2.50843 0.86703 2.77979
C 2.03694 -0.43291 2.85941
C 2.78776 -1.41899 3.47908
C 4.02454 -1.11127 4.01857
C 4.49917 0.18781 3.94694
C 3.74081 1.17305 3.33754
C 1.01308 3.34802 3.78685
C 1.72114 4.43696 4.26620
C 1.38698 5.00847 5.48367
C 0.35508 4.48385 6.24230
C -0.33406 3.37249 5.78578
C -0.01031 2.81797 4.56095
C 2.99317 3.49290 1.13111
C 4.04669 2.78864 0.57120
C 5.15934 3.45084 0.08750
C 5.22521 4.83220 0.14852
C 4.15864 5.54487 0.66569
C 3.04514 4.87596 1.14189
H 1.07178 -0.67588 2.43608
H 2.40407 -2.42833 3.54273
H 4.61340 -1.88051 4.49932
H 5.46246 0.43623 4.37152
H 4.11602 2.18734 3.29229
H 2.53926 4.84917 3.69157
H 1.93103 5.87212 5.83944
H 0.08840 4.93750 7.18644
H -1.13128 2.94626 6.38022
H -0.56029 1.96024 4.19100
H 3.99494 1.70843 0.51766
H 5.97693 2.88714 -0.33858
H 6.09583 5.35533 -0.21928
H 4.18782 6.62469 0.69500
H 2.20210 5.43862 1.51915